1.
A structure of composition C54H135F12MnN9O18P2 at a distorted geometry, computed with ωB97M-V/def2-TZVPD.

Results
LUMO (alpha / beta) ... 0.3 / 0.3 eV
<S²> ... 8.752
HOMO-LUMO gap (alpha / beta) ... 8.6 / 8.6 eV
HOMO (alpha / beta) ... -8.32 / -8.32 eV
Multiplicity ... 6

Each line ends with the Löwdin charge.
Atoms and positions in Å:
H: 6.443 -2.906 -6.469  0.091
H: -0.070 -2.246 6.327  0.121
O: -0.297 6.332 -1.069  -0.197
H: -1.537 -3.186 6.833  0.090
H: -0.588 5.144 0.554  0.059
H: -0.306 2.115 4.699  0.111
H: -1.429 -6.081 7.700  0.093
H: -1.364 -5.437 -2.964  0.079
H: -1.586 0.335 3.026  0.100
H: 2.856 5.230 -0.855  0.141
H: 4.827 -1.517 -0.426  0.116
O: 5.011 1.227 2.509  -0.157
H: -2.474 4.884 -1.019  0.123
H: 2.660 0.427 10.375  0.080
C: -0.660 -1.209 8.605  -0.031
F: 1.452 0.992 -0.351  -0.161
N: -1.446 -0.795 4.538  -0.051
N: -3.390 5.458 -2.773  -0.079
Mn: 3.046 2.219 -3.464  0.936
C: 3.261 -2.921 -7.017  -0.150
H: 0.339 -5.415 -2.693  0.078
H: 4.774 2.344 -0.282  0.093
C: 3.536 2.405 -6.794  -0.070
H: 1.702 -2.423 -2.932  0.089
O: 0.104 3.771 2.483  -0.201
C: 1.255 -1.758 2.230  -0.240
H: -5.002 2.663 4.160  0.093
H: 5.901 -3.747 -7.820  0.093
H: -4.731 -4.270 7.252  0.125
F: 5.617 4.299 -5.268  -0.159
H: 0.911 -3.250 0.817  0.108
C: -0.310 6.169 0.312  -0.087
O: -3.639 1.232 3.954  -0.155
H: 2.538 -2.579 1.028  0.099
F: 6.977 3.127 -2.512  -0.171
C: -1.866 -2.067 5.054  -0.206
H: -0.423 -2.367 -4.551  0.119
H: -4.029 -0.338 2.509  0.098
H: 4.458 2.789 -7.230  0.096
H: -5.197 4.769 -3.508  0.122
H: 6.314 1.044 4.164  0.083
H: -1.685 -2.898 4.372  0.104
C: 4.098 -0.127 -1.864  -0.134
H: -0.388 -6.487 -3.845  0.082
F: -0.742 0.109 -0.397  -0.161
C: 0.725 2.246 4.370  -0.194
C: -4.421 -3.834 2.033  -0.224
H: -1.006 6.813 -2.767  0.125
H: 0.834 -1.220 1.381  0.113
H: -4.844 -2.878 2.341  0.106
H: 3.051 2.510 0.255  0.084
H: 2.557 -0.302 7.615  0.110
C: 0.022 -3.204 -4.012  -0.206
H: 5.603 -1.910 -7.648  0.089
H: 1.172 2.875 6.347  0.107
C: 4.018 0.540 3.197  -0.262
C: -3.125 2.027 -5.629  -0.115
H: 3.071 3.391 -6.784  0.089
C: 4.600 0.065 -4.267  -0.178
O: 1.193 1.741 -4.709  -0.285
H: 3.356 -0.125 -5.872  0.094
H: 3.793 -0.951 1.648  0.114
C: -4.925 1.665 3.728  -0.158
N: 2.396 4.159 -3.968  -0.047
H: 1.100 -5.777 3.263  0.086
C: 3.858 2.931 -0.346  -0.064
H: 0.377 3.208 -5.964  0.118
H: 0.934 1.379 3.743  0.097
O: -0.468 -4.441 -4.531  -0.189
P: 6.348 3.766 -3.916  0.186
H: 3.338 -3.505 -7.934  0.114
H: -4.489 -5.871 2.742  0.116
H: 4.938 -0.967 -4.370  0.119
H: 3.845 -4.739 -2.040  0.082
H: 3.251 -2.631 -4.773  0.079
H: 2.637 4.640 -4.823  0.127
C: 4.705 -1.502 -1.509  -0.179
C: -2.531 -3.088 0.913  -0.093
N: 1.505 2.279 5.602  -0.054
C: 2.667 5.098 -2.860  -0.178
H: 2.096 6.020 -2.753  0.133
H: -2.887 -6.282 8.566  0.087
H: -2.040 7.343 -1.401  0.133
H: -3.724 -2.229 -5.562  0.073
H: 5.015 0.387 -6.310  0.147
H: 4.173 3.833 0.179  0.097
H: 0.365 -0.843 8.544  0.057
H: -1.458 -3.037 1.101  0.076
F: 0.835 -0.506 -1.781  -0.167
O: -1.427 -1.229 7.330  -0.218
H: -1.170 -0.450 9.198  0.092
H: 3.329 -0.068 -1.094  0.097
H: -3.614 -4.669 4.611  0.085
C: 2.650 1.376 9.838  -0.108
H: 4.884 0.588 -1.619  0.117
C: 4.177 0.550 -5.633  -0.236
C: 0.854 0.617 -5.518  -0.059
H: 4.004 -4.021 -0.445  0.081
H: -1.617 4.414 -2.336  0.093
H: 3.683 1.686 9.683  0.076
H: 0.304 4.181 -3.192  0.090
H: 5.571 0.467 -3.980  0.123
H: -0.171 0.326 -5.288  0.081
N: -4.590 -4.473 4.438  -0.067
F: -0.259 2.456 -1.012  -0.120
C: -3.725 2.983 -3.442  -0.153
C: 2.138 -3.463 -6.019  -0.157
H: -4.748 -4.132 1.036  0.118
F: 1.450 1.594 -2.306  -0.204
H: 2.931 -0.697 -3.398  0.085
C: 1.604 0.905 6.225  -0.187
C: -4.498 -5.244 6.821  -0.159
H: -3.514 0.222 -1.493  0.112
O: 3.893 -2.609 -1.924  -0.210
H: 0.761 4.475 4.246  0.112
P: 0.248 0.961 -1.409  0.267
F: 5.895 5.168 -3.189  -0.167
H: 1.419 4.287 -1.334  0.107
F: 4.939 3.136 -3.463  -0.188
H: 0.602 0.524 6.420  0.098
C: -0.408 -5.458 -3.486  -0.093
H: -2.941 -2.163 5.204  0.100
H: -4.962 -6.282 4.960  0.109
H: -0.715 2.726 -4.673  0.100
H: -4.149 -3.876 -5.092  0.088
H: 3.280 1.242 3.587  0.113
C: -2.169 -0.540 3.313  -0.192
H: -4.114 -0.876 4.158  0.119
N: 3.529 0.105 -3.256  -0.032
H: -4.542 2.261 -3.441  0.109
H: -6.941 1.937 1.167  0.065
H: -4.151 -0.351 -3.927  0.098
H: 5.456 2.505 4.139  0.084
H: 3.120 1.856 -7.639  0.103
C: -3.619 -0.159 3.503  -0.175
C: -5.650 -0.375 -0.044  -0.138
H: 2.345 -4.514 -5.817  0.125
H: -5.336 -2.513 -5.311  0.080
H: -4.893 -6.037 7.455  0.115
O: -3.262 3.187 -4.818  -0.206
H: -0.501 -3.165 -3.056  0.110
H: 1.471 -0.253 -5.291  0.065
H: -1.049 6.811 0.792  0.096
H: -2.741 -3.668 0.015  0.095
C: -7.931 1.504 1.027  -0.122
H: 0.660 6.380 0.763  0.095
O: -3.025 -3.767 2.061  -0.207
H: -4.001 1.821 -6.244  0.091
F: 7.650 4.485 -4.369  -0.099
H: -5.745 1.034 4.070  0.093
H: 3.697 5.446 -2.790  0.116
O: 4.556 -2.953 -6.323  -0.229
H: -1.774 2.760 2.728  0.079
H: 2.395 2.157 10.554  0.079
C: -4.369 -2.823 -4.915  -0.102
F: -0.722 0.738 -2.697  -0.133
H: 2.632 0.415 1.628  0.106
C: 0.896 3.614 3.592  -0.215
H: -2.773 1.147 -5.091  0.066
H: -3.030 2.554 -2.720  0.100
H: 1.823 -4.130 -3.409  0.103
H: -6.263 -5.149 5.451  0.121
H: -7.712 -1.426 -0.096  0.123
H: -0.690 -2.247 8.936  0.079
C: -4.314 4.379 -3.001  -0.188
O: -4.182 -2.447 -3.550  -0.208
H: 3.509 1.169 7.152  0.120
H: -2.696 -1.114 -3.513  0.098
C: -3.943 -0.750 -1.736  -0.220
H: -2.166 -4.634 8.335  0.074
H: -8.398 1.271 1.984  0.093
C: 0.859 -4.805 2.830  -0.107
O: -3.071 -5.549 6.676  -0.201
C: -0.918 2.825 2.055  -0.065
H: -5.441 0.684 0.105  0.107
H: -8.424 2.411 0.677  0.088
C: -4.911 -4.920 3.066  -0.176
N: -5.344 -0.682 -1.492  -0.050
C: 4.284 -3.906 -1.492  -0.083
H: 1.213 -3.252 -6.554  0.118
H: -5.126 -1.045 0.638  0.074
C: -1.415 6.541 -1.794  -0.248
C: -5.189 -5.337 5.453  -0.209
H: 6.722 2.312 2.963  0.089
H: -3.383 -1.545 -1.243  0.095
C: 1.691 -3.028 1.546  -0.196
C: 5.914 1.780 3.466  -0.100
N: 2.246 -2.574 -4.859  -0.058
C: -7.175 -0.571 0.314  -0.233
C: -2.203 5.270 -2.002  -0.223
H: -4.631 4.232 -1.969  0.107
C: -1.156 -2.254 6.414  -0.218
C: 5.627 -2.899 -7.191  -0.140
F: 6.746 2.388 -4.688  -0.149
H: -5.087 1.832 2.664  0.068
H: 0.255 -4.256 3.552  0.069
H: -7.183 -0.868 1.362  0.107
C: 3.208 -0.263 2.258  -0.201
H: -5.992 -5.010 2.956  0.114
H: 5.680 -1.506 -1.996  0.119
H: 0.273 -4.955 1.924  0.077
H: 5.362 -4.041 -1.582  0.087
H: 4.356 -0.115 3.999  0.133
C: 2.537 0.775 7.447  -0.175
O: -7.963 0.525 0.027  -0.161
H: -3.219 5.867 -3.680  0.111
C: 1.530 -3.134 -3.740  -0.204
H: 1.897 3.799 3.202  0.111
O: 2.064 -4.116 2.480  -0.164
C: 0.334 2.885 -4.924  -0.128
H: 3.031 -1.897 -7.313  0.103
N: 2.309 -1.147 2.966  -0.029
H: 0.809 0.896 -6.570  0.097
H: -0.470 1.855 1.838  0.068
O: 3.236 3.226 -1.581  -0.267
C: 0.902 4.127 -4.102  -0.120
C: -2.390 -5.598 7.878  -0.149
H: 0.448 -2.129 2.862  0.102
H: -2.285 2.269 -6.280  0.073
H: 1.836 -0.739 3.760  0.073
O: 1.885 1.396 8.611  -0.205
C: 2.477 4.461 -1.528  -0.168
H: 0.569 5.004 -4.659  0.126
H: -2.970 -2.091 0.870  0.063
H: -5.810 -1.497 -1.867  0.105
H: -1.994 -1.450 2.741  0.090
O: 3.703 1.819 -5.509  -0.238
C: -3.750 -1.093 -3.236  -0.187
H: -1.333 3.155 1.103  0.062
H: 1.916 0.199 5.455  0.086
H: -1.608 -0.086 5.239  0.102


2.
The molecule C3H9BrN2 at a distorted geometry, computed with ωB97M-V/def2-TZVPD.

Results
LUMO ... 0.9 eV
SMILES ... CC[C@@H](Br)NN
HOMO-LUMO gap ... 9.9 eV
HOMO ... -8.94 eV
Multiplicity ... 1

Each line ends with the Löwdin charge.
Atoms and positions in Å:
N: -1.887 1.935 -0.227  0.011
C: 1.079 -1.656 -0.673  -0.134
H: -0.634 0.708 -1.331  0.059
H: -1.617 2.510 0.534  0.044
H: 1.621 -0.996 -1.382  0.044
H: -0.254 0.970 1.503  0.082
Br: 1.813 1.716 0.188  0.461
H: -0.279 -1.442 0.882  0.060
H: 1.866 -2.503 -0.343  0.112
H: 0.149 -2.113 -1.251  0.100
C: 0.559 -0.926 0.590  -0.301
C: 0.081 0.595 0.535  -0.590
H: 1.234 -1.090 1.412  0.087
H: -2.797 1.434 0.013  0.102
N: -0.936 0.856 -0.450  -0.139


3.
The ion C3H6NS with charge +1 at a distorted geometry, computed with ωB97M-V/def2-TZVPD.

Results
LUMO ... -6.6 eV
Total charge ... +1
HOMO-LUMO gap ... 8.2 eV
HOMO ... -14.88 eV
Multiplicity ... 1

Each line ends with the Löwdin charge.
Atoms and positions in Å:
H: 0.530 -0.096 -1.388  0.100
N: 0.694 0.064 0.786  0.028
H: -0.187 2.210 0.298  0.139
H: 1.215 0.131 1.634  0.127
C: -0.081 1.092 0.162  -0.523
H: -1.137 -1.736 0.582  0.074
H: 1.783 1.009 -0.953  0.101
C: -1.885 -1.075 0.158  -0.141
H: -2.826 -1.507 0.239  0.025
C: 0.991 0.452 -0.607  -0.087
S: -1.834 0.568 -0.041  1.156


4.
A structure of composition C28H27IrN9S at a distorted geometry, computed with ωB97M-V/def2-TZVPD.

Results
LUMO ... -3.3 eV
Total charge ... +1
HOMO-LUMO gap ... 6.0 eV
HOMO ... -9.27 eV
Multiplicity ... 1

Each line ends with the Löwdin charge.
Atoms and positions in Å:
C: -6.314 -0.095 0.453  -0.044
Ir: 0.717 0.149 0.480  1.219
N: -0.412 -0.496 2.053  -0.119
C: 1.296 -1.694 -3.685  0.013
H: 1.940 -4.419 -4.776  0.087
C: 3.567 1.951 3.266  -0.007
C: -0.001 4.541 2.593  -0.026
H: -6.541 0.955 0.651  0.086
C: 1.100 3.745 2.860  0.015
H: 1.669 -3.130 -5.945  0.079
H: -4.250 -0.457 2.158  0.115
C: -0.687 2.940 0.979  -0.085
C: -4.389 -0.229 -1.184  -0.028
H: 3.899 1.023 3.727  0.085
C: 1.269 2.551 2.170  -0.209
H: -0.986 -1.750 5.020  0.108
H: -0.143 5.470 3.129  0.122
C: -0.942 -2.446 -2.293  -0.014
H: 4.403 -2.996 0.475  0.093
N: -0.726 -0.551 -0.777  -0.141
C: 0.652 -2.856 -4.063  -0.268
H: 3.474 2.843 -3.036  0.107
S: 1.895 -1.975 0.319  0.712
N: 0.373 2.173 1.234  -0.021
H: 2.762 2.482 -0.419  0.111
H: -6.936 -0.414 -0.382  0.080
C: 2.217 1.053 -3.288  -0.031
C: -0.916 4.135 1.635  -0.027
C: -0.304 -1.259 -1.899  -0.294
C: -3.916 -0.450 1.129  0.009
H: -3.068 -1.846 3.271  0.131
C: -1.019 -1.395 4.006  -0.021
C: -2.078 -0.522 -0.462  -0.252
N: 2.395 0.606 1.606  -0.163
N: 4.492 -2.036 0.757  0.095
C: 1.192 -3.725 -5.166  -0.044
C: -0.492 -3.210 -3.347  -0.025
C: -3.046 -0.333 -1.464  -0.015
C: 2.499 1.895 -1.282  -0.105
C: 2.851 2.074 -2.618  -0.023
C: 0.006 -0.794 3.280  -0.114
H: -1.808 -2.774 -1.734  0.123
H: 1.022 -0.593 3.573  0.112
C: 2.422 1.666 2.350  -0.277
N: 1.541 0.314 -2.388  -0.040
H: 5.313 -1.768 1.276  0.112
H: -1.787 4.728 1.398  0.117
H: 3.300 2.663 4.042  0.073
H: -5.092 -0.083 -1.995  0.119
H: -1.020 -4.120 -3.605  0.119
H: -1.369 2.573 0.223  0.123
H: 2.203 -1.402 -4.201  0.120
C: -4.854 -0.273 0.132  -0.272
C: 0.824 -0.897 -2.645  -0.158
H: -6.602 -0.667 1.334  0.080
H: 1.833 4.049 3.591  0.113
C: 3.377 -1.299 0.917  -0.814
N: -1.700 -0.882 1.969  -0.037
C: -2.082 -1.440 3.137  -0.033
N: 3.528 -0.132 1.511  0.017
N: 1.715 0.829 -1.155  -0.113
H: -2.705 -0.254 -2.488  0.124
C: -2.557 -0.607 0.849  -0.112
H: 0.400 -4.316 -5.622  0.080
H: 2.176 0.835 -4.340  0.134
H: 4.418 2.344 2.704  0.100


5.
The molecule C3H5N3O, computed with ωB97M-V/def2-TZVPD.

Results
LUMO ... 0.8 eV
SMILES ... OCc1nc[nH]n1
HOMO-LUMO gap ... 10.8 eV
HOMO ... -10.04 eV
Multiplicity ... 1

Each line ends with the Löwdin charge.
Atoms and positions in Å:
C: -0.192 -0.195 0.105  -0.358
O: -2.249 0.836 -0.598  -0.064
C: -1.690 -0.191 0.184  -0.208
H: 2.460 1.154 -0.484  0.152
H: -1.987 -0.099 1.241  0.121
H: -1.619 1.571 -0.597  0.068
H: -2.077 -1.147 -0.181  0.123
N: 0.449 0.900 -0.253  0.091
N: 1.736 0.515 -0.196  0.006
N: 0.608 -1.260 0.390  0.124
H: 2.749 -1.309 0.214  0.119
C: 1.812 -0.774 0.175  -0.173


6.
A cluster of 2 separate species, C2H5NO3S in total at a distorted geometry, computed with ωB97M-V/def2-TZVPD.

Results
LUMO (alpha / beta) ... -1.0 / -0.6 eV
HOMO-LUMO gap (alpha / beta) ... 6.7 / 7.6 eV
HOMO (alpha / beta) ... -7.67 / -8.19 eV
Multiplicity ... 1

Each line ends with the Löwdin charge.
Atoms and positions in Å:
N: -1.298 0.165 -0.256  0.073
O: 0.798 -0.769 -2.168  0.142
H: -1.373 -0.435 2.624  -0.084
C: 0.984 0.008 -1.293  -0.507
H: 2.032 1.165 -0.434  0.042
H: -1.574 -0.769 -0.742  0.171
H: -1.943 0.461 0.467  0.097
C: -0.069 0.538 -0.394  -0.126
S: -0.715 -1.516 1.835  0.673
O: 2.171 0.693 -1.199  0.139
H: 0.384 1.340 0.162  0.128
O: 0.603 -0.881 1.398  -0.748


Q: Which value of multiplicity does entry 3 give?
A: 1